Molecular formula: C41H81O13P
Method: DFT, the ωB97M-V functional and the def2-TZVPD basis

**Relative energy (zero: lowest compared OMol25 entry of this formula, charge and spin)**: 0.0000 eV
**Orbital gap**: 9.51 eV
**Charge**: 0
**Highest occupied orbital energy**: -8.89 eV
**LUMO level**: 0.6 eV
**SMILES**: C=CC(=O)OCCCCCCO[P@@](=O)(O)OCCCC.C1CCOC1.C1CCOC1.C1CCOC1.C1CCOC1.C1CCOC1.C1CCOC1.C1CCOC1

Geometry as XYZ:
```
136
Properties=species:S:1:pos:R:3:forces:R:3:mulliken_charge:R:1
C 0.7681 -0.8927 1.5900 0.093 -0.061 -0.183 -0.9418
C 1.0470 0.3887 1.3290 0.431 -0.092 0.010 -0.6855
C 0.4857 1.0549 0.1128 1.818 -0.697 -0.528 0.8716
O -0.4622 1.7580 0.1985 -1.063 0.729 0.211 -0.3563
O 1.0943 0.7996 -1.0861 -0.275 -0.771 0.167 -0.2069
C 0.2744 -0.1671 -1.8104 0.113 -0.020 -0.236 -0.0986
C 1.0334 -1.3629 -2.3786 -0.052 0.035 -0.203 0.8174
C 0.1333 -1.9729 -3.4710 -0.014 -0.226 0.769 -2.0779
C -1.0337 -2.7327 -2.8147 0.276 -0.021 -0.504 1.0832
C -0.5679 -4.0568 -2.1709 -0.467 0.529 -0.120 -1.2523
C -0.9257 -4.1928 -0.6997 0.251 -0.977 -0.655 0.0493
O -2.3566 -4.0329 -0.5229 0.238 0.850 -0.012 -0.4363
P -2.7448 -2.9937 0.6101 0.041 -0.406 1.178 0.7074
O -2.1760 -3.3201 1.9204 -0.156 0.017 -0.180 -0.6005
O -2.2377 -1.5654 0.0889 -0.216 -0.046 -0.303 0.3233
O -4.3200 -2.9611 0.5850 0.158 0.266 -0.491 -0.4295
C -4.9960 -1.9695 -0.2330 -0.461 -0.148 -0.055 -0.0776
C -4.6770 -2.0145 -1.7317 0.059 0.205 -0.246 -0.7318
C -4.1410 -0.6928 -2.3029 -0.107 0.122 -0.224 1.0308
C -4.8800 0.5844 -1.8514 0.104 -0.055 0.170 -0.8671
H 0.7364 -1.6346 0.7938 -1.131 0.249 -0.111 0.1266
H 0.5350 -1.2584 2.5853 1.163 -0.151 0.159 0.4386
H 1.6689 1.0101 1.9688 -1.129 0.352 0.689 0.5528
H -0.4745 -0.5580 -1.1202 -0.135 0.217 -0.125 0.0604
H -0.2322 0.3763 -2.6121 0.005 0.015 0.030 0.2564
H 1.2047 -2.1018 -1.5862 0.065 0.064 -0.011 -0.5057
H 2.0224 -1.1286 -2.7689 -0.104 0.324 -0.052 0.3816
H -0.2508 -1.1600 -4.0929 0.079 -0.147 -0.188 0.6835
H 0.6947 -2.6774 -4.0895 0.033 0.173 -0.098 0.3170
H -1.7740 -2.9434 -3.5916 -0.111 0.002 0.176 0.4052
H -1.5091 -2.0915 -2.0745 -0.094 -0.085 -0.068 -1.0006
H 0.5179 -4.1399 -2.2682 -0.026 -0.169 0.084 0.3232
H -1.0317 -4.8759 -2.7260 0.174 -0.124 0.139 0.4504
H -0.7077 -5.2242 -0.4141 0.075 0.159 0.329 0.4933
H -0.3467 -3.5184 -0.0665 -0.138 0.064 0.024 -0.0394
H -2.8254 -0.8363 0.3312 0.171 0.023 0.100 -0.0854
H -6.0572 -2.1707 -0.0947 0.094 -0.068 0.220 0.3384
H -4.8204 -0.9894 0.2164 0.023 -0.016 -0.043 -0.1482
H -5.5866 -2.2821 -2.2768 -0.005 0.018 0.103 0.4794
H -3.9605 -2.8083 -1.9571 -0.056 -0.011 0.152 0.2189
H -3.0760 -0.5971 -2.0749 -0.114 -0.014 0.035 -0.9497
H -4.1988 -0.7495 -3.3933 0.083 -0.107 0.038 0.6060
H -4.1736 1.2534 -1.3577 -0.161 0.086 0.011 -0.0737
H -5.2865 1.1419 -2.6914 0.016 -0.055 0.022 0.2769
H -5.6952 0.3969 -1.1486 0.020 -0.098 -0.041 0.4162
C 0.2598 6.0772 -0.6450 0.000 -0.016 -0.125 -0.7352
C 0.4174 4.5684 -0.8177 0.063 0.110 0.042 0.4201
C 1.6246 4.4894 -1.7401 0.005 -0.015 -0.080 0.1167
O 2.4443 5.6231 -1.4360 -0.076 0.023 0.032 -0.4533
C 1.7125 6.5332 -0.6114 0.024 -0.024 0.077 -0.2596
H -0.2921 6.3607 0.2501 0.016 -0.008 0.014 0.3846
H -0.2514 6.5060 -1.5107 0.001 0.010 -0.003 0.2673
H 0.6427 4.1033 0.1424 -0.019 -0.008 0.008 0.1297
H -0.4588 4.0747 -1.2305 0.033 -0.014 0.057 -0.3123
H 1.3248 4.5490 -2.7928 -0.011 -0.042 0.001 0.1656
H 2.2080 3.5783 -1.6005 0.022 0.012 -0.015 -0.0782
H 2.1148 6.4793 0.4057 -0.041 0.070 0.023 -0.0223
H 1.8505 7.5489 -0.9847 0.057 -0.020 -0.035 0.3635
C -2.3757 -5.8326 5.8941 0.019 0.079 0.000 -0.5499
C -2.8298 -5.7232 4.4399 -0.049 -0.103 0.006 -0.5118
C -1.5031 -5.5761 3.7125 0.150 0.010 0.154 0.1276
O -0.5376 -6.3088 4.4891 -0.038 -0.028 -0.020 -0.4274
C -1.0952 -6.6474 5.7562 -0.045 -0.067 -0.058 -0.5372
H -3.1062 -6.3052 6.5500 -0.001 -0.013 -0.010 0.3563
H -2.1516 -4.8401 6.2914 0.009 -0.004 0.004 0.2638
H -3.3315 -6.6460 4.1375 0.001 0.005 -0.011 0.3153
H -3.5018 -4.8897 4.2448 0.031 0.028 -0.004 0.2926
H -1.1961 -4.5333 3.6604 -0.017 0.017 -0.043 0.0355
H -1.5256 -5.9766 2.6993 0.049 -0.007 -0.003 0.0898
H -1.3101 -7.7227 5.7727 -0.015 0.005 0.055 0.2854
H -0.3647 -6.4308 6.5378 0.023 -0.004 -0.020 0.2672
C -2.7634 4.2317 -5.1114 -0.006 0.060 0.061 -0.7609
C -1.5922 3.7355 -4.2649 -0.009 -0.066 -0.055 -0.3028
C -2.3036 3.2631 -3.0041 -0.053 0.031 0.028 0.5126
O -3.5958 2.8107 -3.4163 0.102 0.117 -0.114 -0.2563
C -3.8456 3.2175 -4.7626 0.081 -0.058 -0.047 -0.5748
H -2.5502 4.2702 -6.1785 0.012 -0.018 0.000 0.3908
H -3.0629 5.2306 -4.7869 -0.009 0.000 -0.004 0.2770
H -1.1009 2.8948 -4.7601 0.013 -0.004 0.009 0.2727
H -0.8401 4.4974 -4.0640 -0.014 0.016 0.005 0.2004
H -2.4328 4.0844 -2.2902 0.025 0.007 -0.001 0.2302
H -1.7834 2.4477 -2.4969 -0.038 -0.008 0.033 -0.5742
H -3.7844 2.3369 -5.4122 -0.013 0.026 -0.037 0.2960
H -4.8543 3.6270 -4.8308 -0.009 -0.011 0.039 0.3261
C -4.8728 1.9764 4.0149 0.100 -0.025 -0.011 -0.6219
C -4.6196 2.9274 2.8466 -0.103 0.015 0.009 -0.5990
C -4.3629 1.9529 1.7058 0.108 -0.015 0.034 0.1019
O -5.1440 0.7863 1.9923 0.075 -0.040 -0.123 -0.3941
C -5.6335 0.8462 3.3346 -0.070 0.032 0.019 -0.5385
H -5.4324 2.4252 4.8341 -0.015 0.012 -0.014 0.3686
H -3.9237 1.6090 4.4104 -0.007 -0.013 0.004 0.2629
H -5.5155 3.5185 2.6444 0.005 0.003 -0.015 0.2863
H -3.7889 3.6123 3.0080 0.020 -0.022 0.008 0.3863
H -3.3050 1.6680 1.6620 0.016 0.056 -0.010 -0.0021
H -4.6548 2.3470 0.7319 -0.033 -0.034 -0.001 0.0885
H -6.7086 1.0526 3.3049 0.000 0.005 0.037 0.2799
H -5.4801 -0.1215 3.8129 0.016 -0.022 -0.045 0.3010
C 5.4276 0.0904 -0.6945 -0.012 -0.124 0.061 -0.4547
C 6.4794 -0.4230 -1.6722 0.001 0.095 -0.057 -0.5969
C 5.6893 -1.4656 -2.4499 -0.057 -0.149 -0.050 -0.5586
O 4.3322 -1.0161 -2.4834 0.223 0.110 0.190 -0.3959
C 4.1682 0.0616 -1.5477 0.076 0.073 -0.147 0.3557
H 5.6429 1.0807 -0.2954 -0.001 0.010 -0.017 0.3488
H 5.3284 -0.6023 0.1451 -0.011 0.014 0.010 0.2270
H 6.7979 0.3825 -2.3376 0.003 -0.006 -0.005 0.2521
H 7.3648 -0.8366 -1.1915 -0.011 -0.020 0.009 0.3719
H 5.7208 -2.4415 -1.9521 0.050 0.001 0.002 0.2579
H 6.0462 -1.5888 -3.4735 -0.038 -0.022 -0.012 0.3082
H 4.0563 0.9902 -2.1189 -0.028 0.045 0.073 0.1491
H 3.2611 -0.0942 -0.9707 -0.010 -0.060 -0.023 -0.3516
C 3.7685 -4.9224 2.0772 -0.091 -0.023 0.037 -0.5597
C 3.5492 -5.9543 0.9699 0.144 0.157 0.008 -0.6695
C 2.3955 -5.3275 0.2038 -0.214 -0.063 -0.016 -0.2996
O 2.5301 -3.9097 0.3357 -0.021 0.006 -0.012 -0.3516
C 3.5021 -3.6134 1.3427 0.098 -0.020 -0.036 -0.2011
H 4.7619 -4.9603 2.5217 0.011 0.004 -0.020 0.3777
H 3.0322 -5.0651 2.8708 0.000 0.002 0.000 0.2487
H 4.4354 -6.0193 0.3344 -0.004 0.002 -0.004 0.2931
H 3.3195 -6.9527 1.3373 -0.038 0.017 0.027 0.3580
H 1.4324 -5.6230 0.6340 0.024 -0.068 0.002 0.1451
H 2.3984 -5.5886 -0.8563 -0.012 0.056 -0.014 0.2977
H 4.4091 -3.2400 0.8529 0.012 0.006 0.028 0.1080
H 3.1128 -2.8288 1.9930 -0.035 0.010 -0.029 0.2259
C 5.0000 6.0477 0.8539 0.036 0.081 0.014 -0.3599
C 6.4552 5.9751 1.3123 -0.013 -0.096 -0.002 -0.6164
C 6.3059 6.0242 2.8277 -0.026 0.091 -0.013 -0.4694
O 5.0574 5.3999 3.1284 -0.013 -0.003 0.006 -0.4461
C 4.3019 5.2249 1.9285 0.087 -0.105 -0.048 -0.1924
H 4.8298 5.6631 -0.1497 -0.037 -0.009 0.007 0.3013
H 4.6519 7.0832 0.8824 -0.019 -0.006 0.007 0.2729
H 6.8958 5.0230 1.0073 0.012 0.004 0.005 0.2524
H 7.0795 6.7783 0.9235 -0.015 0.016 0.004 0.3594
H 6.2771 7.0581 3.1891 0.044 0.007 -0.016 0.2718
H 7.1030 5.4976 3.3540 -0.028 -0.019 0.025 0.2896
H 4.3012 4.1597 1.6690 -0.043 0.010 -0.046 0.1018
H 3.2719 5.5352 2.1085 0.006 0.001 0.053 0.2561
```
Forces are in eV/Å.